{"formula": "C67H157N7O15", "method": "ωB97M-V/def2-TZVPD", "e_tot_ha": -4158.34367, "largest_force_ev_per_a": 4.34, "e_homo_ev": -7.9, "symbols": ["C", "O", "H", "H", "H", "H", "C", "O", "H", "H", "H", "H", "C", "O", "H", "H", "H", "H", "C", "O", "H", "H", "H", "H", "O", "H", "H", "O", "H", "H", "O", "H", "H", "O", "H", "H", "C", "C", "C", "C", "C", "C", "N", "O", "C", "C", "C", "H", "H", "H", "H", "H", "H", "H", "H", "H", "H", "H", "H", "H", "H", "H", "H", "H", "H", "H", "C", "C", "C", "C", "C", "C", "N", "O", "C", "C", "C", "H", "H", "H", "H", "H", "H", "H", "H", "H", "H", "H", "H", "H", "H", "H", "H", "H", "H", "H", "C", "C", "C", "C", "C", "C", "N", "O", "C", "C", "C", "H", "H", "H", "H", "H", "H", "H", "H", "H", "H", "H", "H", "H", "H", "H", "H", "H", "H", "H", "C", "C", "C", "C", "C", "C", "N", "O", "C", "C", "C", "H", "H", "H", "H", "H", "H", "H", "H", "H", "H", "H", "H", "H", "H", "H", "H", "H", "H", "H", "C", "C", "C", "C", "C", "C", "N", "O", "C", "C", "C", "H", "H", "H", "H", "H", "H", "H", "H", "H", "H", "H", "H", "H", "H", "H", "H", "H", "H", "H", "C", "C", "C", "C", "C", "C", "N", "O", "C", "C", "C", "H", "H", "H", "H", "H", "H", "H", "H", "H", "H", "H", "H", "H", "H", "H", "H", "H", "H", "H", "C", "C", "C", "C", "C", "C", "N", "O", "C", "C", "C", "H", "H", "H", "H", "H", "H", "H", "H", "H", "H", "H", "H", "H", "H", "H", "H", "H", "H", "H"], "xyz": [[25.5589, -10.1192, -14.1745], [25.1118, -8.8435, -14.6819], [24.8823, -10.9420, -14.4056], [26.5732, -10.2054, -14.5644], [25.7388, -10.1082, -13.0995], [24.6348, -9.1343, -15.4626], [23.0260, -13.3987, -15.1802], [24.3631, -13.2062, -15.4876], [22.4205, -13.1497, -16.0517], [22.7506, -14.3971, -14.8405], [22.6503, -12.6951, -14.4372], [24.6003, -13.8585, -16.1507], [23.4222, -8.4976, -18.1414], [24.0186, -9.5098, -17.3990], [22.4768, -8.8124, -18.5833], [23.0786, -7.6605, -17.5338], [23.9957, -8.1108, -18.9838], [23.9439, -10.3411, -17.8734], [25.8850, -16.0327, -17.9336], [25.3962, -14.7094, -17.9053], [26.0996, -16.2983, -16.8985], [25.2158, -16.8188, -18.2833], [26.8492, -15.9738, -18.4384], [24.7951, -14.4791, -18.6176], [28.9990, -14.4301, -15.6809], [29.6641, -13.8493, -15.3114], [28.2545, -13.8568, -15.8636], [27.2451, -12.2517, -16.1156], [26.3590, -12.6122, -16.1471], [27.1174, -11.3117, -15.9879], [23.7119, -14.0292, -20.0041], [23.5465, -14.9712, -20.0408], [23.1911, -13.6660, -20.7204], [23.0187, -11.5946, -18.8614], [23.2943, -12.4818, -19.0918], [22.6791, -11.2291, -19.6782], [20.3110, -15.9836, -7.3731], [19.2346, -14.9370, -7.7428], [19.6406, -13.5270, -7.2625], [20.7339, -12.7861, -8.0582], [20.3454, -12.7149, -9.5439], [19.8017, -13.9943, -10.2736], [18.9705, -14.7030, -9.2492], [18.2633, -15.7918, -9.8036], [19.0022, -13.4279, -11.5135], [20.9438, -14.8713, -10.7649], [17.9852, -15.2307, -6.9512], [21.2998, -15.7187, -7.7476], [20.0684, -16.9277, -7.8608], [20.2303, -16.0693, -6.2895], [18.7537, -12.9304, -7.0486], [20.0663, -13.6584, -6.2677], [21.6447, -13.3614, -7.8923], [21.1258, -11.8041, -7.7936], [21.3518, -12.6176, -9.9514], [19.8345, -11.7566, -9.6380], [18.3171, -12.6083, -11.2969], [19.7134, -12.9046, -12.1526], [18.6045, -14.2086, -12.1619], [20.5487, -15.7109, -11.3367], [21.5425, -14.2770, -11.4551], [21.5347, -15.3943, -10.0130], [17.5664, -16.1530, -7.3537], [17.2043, -14.4778, -7.0582], [18.0740, -15.4363, -5.8845], [17.3445, -15.5400, -9.6851], [19.7361, -9.5681, -11.8649], [20.4886, -9.4690, -13.1713], [19.5363, -9.8447, -14.3641], [18.5374, -8.6732, -14.7703], [19.3868, -7.4845, -15.2102], [20.3665, -7.0403, -14.0501], [21.1466, -8.1965, -13.5301], [22.1894, -7.8460, -12.6918], [21.3641, -5.9904, -14.6643], [19.5258, -6.3004, -12.9485], [21.6325, -10.5540, -13.1488], [19.2476, -10.5251, -11.6812], [18.9565, -8.8087, -11.8041], [20.4689, -9.5400, -11.0585], [20.0911, -10.0930, -15.2688], [18.8675, -10.6355, -14.0244], [17.8741, -8.4421, -13.9368], [17.8442, -9.0455, -15.5246], [18.7679, -6.6387, -15.5097], [19.9630, -7.7570, -16.0944], [20.8998, -5.1947, -15.2468], [21.8554, -5.3566, -13.9260], [22.1196, -6.4140, -15.3260], [19.4490, -5.2169, -13.0394], [18.5414, -6.7270, -12.7556], [20.0198, -6.5476, -12.0089], [22.2197, -10.5436, -14.0671], [21.3659, -11.5783, -12.8882], [22.4074, -10.3088, -12.4226], [22.9418, -7.5733, -13.2219], [30.2546, -14.2045, -19.0304], [30.9659, -12.9232, -19.2925], [31.1461, -12.9922, -20.8479], [31.5855, -11.5042, -21.2820], [30.5422, -10.4401, -20.8108], [30.3152, -10.4238, -19.2724], [30.0838, -11.8244, -18.7794], [29.8870, -11.8542, -17.3979], [31.4584, -9.7272, -18.6665], [28.9770, -9.6108, -19.0145], [32.3430, -13.0085, -18.5922], [30.4777, -14.4893, -18.0022], [30.7156, -15.0834, -19.4812], [29.1900, -14.2745, -19.2537], [31.9084, -13.7474, -21.0395], [30.2171, -13.2888, -21.3348], [31.8322, -11.4319, -22.3412], [32.5685, -11.1888, -20.9320], [29.6444, -10.6133, -21.4040], [30.9144, -9.4428, -21.0450], [32.4682, -10.0656, -18.8985], [31.4273, -8.6600, -18.8860], [31.4820, -9.8681, -17.5859], [29.0018, -9.4298, -17.9399], [29.0622, -8.6302, -19.4826], [28.0626, -10.1273, -19.3067], [32.2272, -13.0578, -17.5095], [32.9929, -12.1335, -18.5980], [32.7772, -13.9880, -18.7930], [28.9471, -12.0333, -17.3198], [17.0448, -20.9472, -14.8472], [18.5212, -20.8710, -15.3711], [19.0237, -19.3776, -15.2105], [20.4911, -19.1540, -15.4203], [21.1642, -19.8779, -14.2935], [20.8593, -21.4222, -14.3452], [19.4226, -21.6923, -14.5478], [19.0655, -23.0224, -14.4821], [21.8431, -22.1068, -15.3757], [21.1828, -21.8591, -12.9913], [18.5586, -21.2361, -16.8465], [16.4159, -20.3525, -15.5098], [17.0265, -20.6965, -13.7866], [16.7879, -22.0064, -14.8321], [18.4403, -18.6931, -15.8264], [18.7858, -19.0312, -14.2048], [20.6974, -18.0845, -15.4624], [20.8449, -19.6804, -16.3067], [20.7123, -19.4005, -13.4240], [22.2313, -19.7222, -14.4521], [22.8839, -21.8821, -15.1428], [21.6295, -23.1648, -15.5284], [21.6167, -21.6632, -16.3453], [21.1280, -22.9466, -13.0413], [22.1801, -21.6838, -12.5878], [20.4790, -21.6142, -12.1959], [18.0658, -20.4975, -17.4788], [18.1084, -22.2242, -16.9412], [19.5767, -21.2226, -17.2358], [18.4832, -22.9808, -13.7200], [16.7973, -12.2735, -18.9015], [17.4275, -12.4967, -17.4796], [16.1874, -12.3579, -16.5493], [16.3409, -12.7126, -15.0798], [16.8704, -14.1485, -15.0387], [18.1326, -14.3963, -15.9232], [17.9619, -13.8661, -17.3154], [19.1076, -13.9868, -18.1003], [19.4488, -13.9899, -15.1340], [18.2466, -15.9227, -16.0968], [18.3711, -11.2936, -17.2800], [16.4028, -11.2784, -19.1072], [15.9946, -12.9433, -19.2100], [17.4937, -12.4311, -19.7251], [15.8323, -11.3332, -16.4398], [15.3681, -12.9232, -16.9935], [15.3727, -12.6058, -14.5906], [16.9140, -11.9431, -14.5626], [16.1340, -14.8396, -15.4489], [17.0178, -14.3456, -13.9768], [19.4511, -14.4352, -14.1391], [20.4294, -14.2127, -15.5546], [19.4968, -12.9339, -14.8683], [17.4119, -16.3145, -16.6781], [19.2016, -16.2560, -16.5029], [18.1098, -16.4491, -15.1523], [18.8109, -11.4574, -16.2962], [17.8778, -10.3220, -17.2507], [19.1849, -11.3009, -18.0051], [19.5667, -13.2330, -17.7227], [24.5873, -16.0093, -13.2387], [25.3592, -15.3529, -12.0673], [24.9716, -13.8444, -11.9538], [25.2172, -13.2294, -10.5340], [24.6586, -14.0040, -9.3770], [25.1337, -15.5191, -9.4465], [24.9147, -16.0726, -10.7923], [25.1178, -17.3889, -10.8939], [26.6089, -15.5798, -8.9282], [24.2423, -16.3793, -8.5221], [26.8518, -15.4332, -12.3887], [24.8962, -15.5501, -14.1777], [23.5150, -16.0658, -13.0518], [24.9741, -17.0134, -13.4125], [25.6452, -13.1898, -12.5069], [23.9546, -13.6374, -12.2867], [24.8504, -12.2041, -10.4847], [26.2846, -13.1096, -10.3486], [23.5946, -13.8875, -9.1709], [25.1178, -13.4618, -8.5504], [27.2876, -14.9471, -9.5002], [26.5766, -15.2559, -7.8879], [27.0654, -16.5691, -8.9602], [24.5078, -16.2971, -7.4682], [23.1617, -16.3982, -8.6637], [24.5478, -17.4231, -8.5946], [27.2809, -16.4235, -12.2363], [27.4939, -14.7359, -11.8505], [26.9705, -15.2947, -13.4633], [26.0651, -17.5052, -10.7904], [24.6122, -17.2957, -22.1369], [23.5710, -18.3027, -21.3718], [24.4114, -19.4409, -20.7192], [23.6896, -20.3291, -19.6688], [23.1701, -19.3709, -18.6038], [22.2899, -18.1899, -19.1062], [22.9342, -17.5078, -20.3022], [22.1853, -16.3964, -20.7051], [20.8491, -18.6538, -19.4056], [22.1926, -17.0812, -18.0095], [22.4637, -18.8306, -22.3182], [25.2087, -17.8709, -22.8450], [25.2028, -16.6976, -21.4429], [24.1959, -16.5132, -22.7712], [24.8483, -20.1182, -21.4530], [25.2391, -18.9339, -20.2232], [24.1443, -21.2182, -19.2319], [22.7934, -20.7272, -20.1448], [24.0193, -19.0558, -17.9975], [22.5483, -20.0522, -18.0231], [20.8335, -19.5558, -20.0174], [20.1690, -18.8098, -18.5681], [20.2982, -17.9296, -20.0058], [21.3433, -16.4284, -18.2111], [21.9180, -17.5316, -17.0556], [23.0866, -16.5063, -17.7682], [22.8578, -19.3018, -23.2186], [21.7610, -18.0310, -22.5524], [21.7957, -19.6196, -21.9727], [21.3444, -16.7252, -21.0312]], "forces_ev_per_a": [[0.824, 1.083, 0.199], [-0.447, -0.972, 0.787], [0.214, -0.021, -0.240], [0.024, -0.791, -0.212], [-0.489, 0.350, 0.175], [-0.302, 0.542, -0.691], [-1.647, 0.430, -0.262], [1.001, 0.127, 0.404], [-0.269, -0.209, -0.319], [0.296, -0.233, 0.027], [0.589, 0.029, 0.255], [0.191, -0.311, -0.486], [-1.276, 0.468, -0.698], [0.627, 0.426, 0.847], [-0.236, -0.467, -0.160], [0.605, 0.005, 0.424], [0.534, 0.005, 0.136], [-0.233, -0.356, -0.227], [0.857, 0.170, 0.650], [-0.748, 0.484, 0.845], [0.099, -0.003, 0.110], [-0.126, 0.311, -0.575], [-0.052, -0.683, -0.323], [0.217, -0.126, -0.252], [0.132, -0.780, 0.129], [0.135, 0.200, -0.005], [-0.126, 0.412, -0.024], [0.389, -0.078, -0.288], [-0.522, -0.089, 0.006], [-0.039, 0.252, 0.109], [0.274, 0.395, 0.056], [-0.500, -0.672, -0.161], [-0.095, -0.084, -0.335], [-0.203, 0.437, 0.189], [0.256, -0.629, 0.091], [-0.124, 0.232, -0.162], [-0.785, 0.297, -0.918], [1.565, 2.304, -1.339], [1.148, 0.977, 1.408], [-0.570, -1.746, -0.508], [2.094, -0.433, 0.353], [-0.651, 0.965, 1.801], [-1.362, 0.238, 1.020], [0.337, -0.455, -0.255], [0.837, -0.434, 0.411], [-0.315, -0.418, -0.716], [-1.536, -1.154, -0.988], [0.022, 0.229, 0.432], [-0.153, -0.179, 0.209], [0.602, -0.271, -0.056], [-0.128, 0.151, -0.599], [-0.019, -0.189, 0.374], [0.149, -0.530, -0.423], [-0.965, 0.276, 0.644], [-0.064, 0.697, -0.850], [-0.582, -0.433, -0.651], [-0.526, -0.562, 0.456], [0.517, -0.137, 0.027], [-0.435, -0.024, 0.369], [-0.301, 0.024, -0.253], [0.434, -0.157, 0.111], [0.173, 0.676, 0.289], [-0.233, -0.215, 0.012], [0.148, 0.201, -0.162], [0.734, 0.297, -0.046], [-0.159, -0.002, -0.138], [0.032, 0.286, 0.642], [0.825, -1.562, -1.601], [-1.146, 1.777, 0.460], [1.168, -0.867, 0.467], [0.325, -0.287, 0.831], [-0.547, 1.248, -0.527], [-1.039, -0.260, -2.035], [-0.252, 0.465, 1.597], [-0.126, 0.150, 0.301], [0.630, -1.019, 0.675], [0.553, 0.757, 0.165], [-0.012, -0.190, -0.620], [0.188, 0.154, 0.376], [-0.154, 0.692, 0.273], [0.163, -0.249, 0.229], [0.435, -0.541, -0.120], [0.189, 0.217, 0.257], [0.234, 0.101, -0.329], [0.045, 0.206, 0.224], [0.201, -0.147, -0.029], [-0.781, -0.389, -0.252], [0.290, -0.545, 0.489], [0.019, -0.367, 0.153], [0.059, -0.108, -0.256], [-0.237, 0.061, -0.597], [0.346, 0.505, 0.175], [-0.425, -0.047, -0.405], [-0.655, 0.052, -0.221], [-0.219, 0.336, 0.392], [0.089, -0.323, -0.566], [0.219, -2.098, 1.855], [0.127, -0.192, -0.273], [0.746, 3.715, 0.786], [-0.180, -0.615, -0.060], [0.715, -1.231, -0.299], [-2.083, -1.285, -1.542], [0.117, 0.606, -2.739], [0.687, 0.011, 0.248], [1.517, 0.764, 1.730], [1.732, -0.312, 0.672], [-0.517, 0.034, 1.188], [-0.973, 0.181, 0.523], [0.262, 0.227, -0.866], [0.046, 0.503, 0.111], [0.017, 0.178, -0.085], [-0.044, 0.186, 0.004], [-0.852, -0.048, -0.435], [0.107, -0.538, 0.916], [-0.362, 0.083, 0.345], [-0.042, 0.041, -0.233], [-0.159, -0.245, -0.801], [-0.028, 0.081, 0.093], [-0.496, 0.295, 0.261], [-0.527, 0.055, 0.127], [-0.127, -0.045, -0.206], [0.248, -0.090, -0.092], [-0.760, -0.164, 0.262], [0.254, -0.239, -1.158], [0.592, 0.355, -0.540], [-0.305, -0.239, 0.220], [1.821, -0.869, 0.041], [0.601, 1.755, 0.168], [-1.219, -0.276, -0.084], [-0.323, -0.925, -0.434], [-0.555, -0.041, -1.145], [0.577, 1.513, -0.852], [0.204, 2.540, -0.002], [-0.203, -0.741, -0.090], [-1.430, 0.868, -0.203], [0.470, -2.847, 2.200], [0.156, -0.108, -0.155], [-0.199, -0.110, 0.383], [-0.174, 0.708, -0.111], [-0.504, -0.001, -0.555], [-0.259, -0.357, -0.447], [-0.041, -0.166, 0.342], [0.226, -0.086, 0.004], [-0.118, 0.598, -0.627], [0.754, -0.428, 0.671], [0.178, -0.187, 0.897], [-0.061, -0.294, 0.160], [0.207, -0.084, 0.497], [0.224, 0.120, -0.214], [0.056, -0.403, 0.364], [0.155, 0.496, -0.498], [-0.207, 0.574, -0.305], [-0.559, -0.088, 0.153], [0.113, -0.011, -0.463], [0.140, -0.409, 0.167], [-0.077, -0.754, 0.206], [0.468, -0.821, -0.979], [-2.566, 1.211, -0.795], [-0.244, 0.728, 0.643], [0.080, -0.752, -0.964], [0.311, 0.938, -0.052], [1.532, -0.844, 0.666], [-2.033, 0.790, 0.710], [0.365, 0.072, 0.529], [-0.568, 0.861, 0.227], [-0.442, -0.381, 0.328], [0.673, -1.318, 1.070], [0.107, 0.260, 0.723], [-0.189, -0.344, 0.717], [0.627, 0.008, 0.216], [0.136, 0.391, -1.121], [0.018, -0.199, 0.096], [-0.225, -0.408, -0.057], [0.761, -0.306, 0.012], [-0.391, 0.155, 0.224], [0.531, -0.786, -0.164], [-0.227, -0.505, -0.168], [-0.322, -0.330, -0.576], [-0.206, 0.370, -0.268], [0.115, 0.192, -0.499], [-0.061, 0.177, -0.241], [0.289, 0.270, 0.421], [0.278, 0.381, 0.066], [-0.145, -0.295, -0.337], [-0.020, 0.264, -0.157], [1.428, 0.060, -0.517], [1.031, -0.360, 0.227], [-0.657, 0.443, 0.699], [0.586, 0.563, 1.405], [-0.570, -0.283, -0.909], [0.769, -0.782, 0.163], [-0.522, 0.397, 0.754], [-1.117, 3.969, -1.364], [0.517, -2.036, 0.062], [-0.503, -0.016, -0.252], [1.081, -1.128, 0.711], [0.282, -0.556, -0.128], [-0.580, 0.687, 0.038], [0.055, 0.220, -0.178], [-0.208, -0.342, 0.467], [-0.096, -0.520, -0.967], [-0.111, -0.220, 0.065], [-0.230, 0.100, -0.288], [0.234, -0.222, -0.258], [-0.234, -0.339, -0.647], [0.092, -0.681, 0.711], [-0.171, 0.244, 0.054], [0.283, 0.013, -0.015], [-0.266, -0.274, 0.053], [-0.329, 1.045, 0.230], [0.178, 0.574, -0.235], [-0.060, -0.211, -0.707], [-0.116, -0.278, 0.246], [-0.199, 0.169, -0.006], [0.171, 0.404, 0.019], [0.651, -0.577, -0.017], [-1.222, -0.899, 0.119], [-0.288, 0.783, -0.752], [0.377, -0.612, 0.521], [-1.372, 1.865, -1.205], [-0.277, -0.731, 0.010], [0.317, 1.046, 0.239], [1.080, -0.898, 2.046], [0.481, -0.179, -0.345], [-0.159, -0.245, -0.817], [-0.634, -0.723, 0.418], [0.129, -0.305, -0.386], [0.356, -0.160, 0.372], [0.274, -0.663, 0.341], [-0.925, -0.226, 0.055], [-0.016, 0.417, -0.517], [0.219, -0.040, 0.080], [0.788, 0.430, -0.185], [-0.125, -0.228, -0.302], [-0.138, 0.387, 0.135], [-0.281, 0.596, 0.762], [0.084, -0.195, 0.163], [0.529, -0.062, 0.451], [0.088, 0.323, -0.071], [0.231, 0.321, -0.260], [0.030, -0.374, -0.035], [0.151, -0.030, -0.607], [0.218, 0.550, -0.312], [0.298, 0.182, -0.516], [0.350, -0.092, 0.884], [-0.494, 0.003, -0.231]], "lowdin_charge": [-0.13, -0.12, 0.07, 0.06, 0.08, 0.02, -0.17, -0.12, 0.07, 0.07, 0.05, 0.04, -0.17, -0.12, 0.07, 0.07, 0.08, 0.03, -0.13, -0.13, 0.08, 0.05, 0.08, 0.02, -0.06, 0.03, -0.02, -0.03, 0.02, 0.03, -0.04, 0.03, 0.07, -0.03, 0.00, 0.05, -0.02, -0.47, -0.15, -0.17, -0.13, -0.44, -0.09, -0.03, -0.02, -0.02, -0.06, 0.05, 0.09, 0.08, 0.11, 0.11, 0.09, 0.11, 0.10, 0.11, 0.08, 0.05, 0.06, 0.08, 0.07, 0.07, 0.08, 0.09, 0.09, 0.09, -0.03, -0.46, -0.11, -0.17, -0.13, -0.43, -0.12, -0.01, -0.04, -0.03, -0.03, 0.06, 0.08, 0.09, 0.10, 0.09, 0.10, 0.08, 0.12, 0.11, 0.08, 0.08, 0.07, 0.08, 0.06, 0.08, 0.07, 0.06, 0.08, 0.09, -0.08, -0.50, -0.09, -0.16, -0.13, -0.50, -0.09, -0.02, -0.06, -0.02, -0.03, 0.07, 0.08, 0.09, 0.11, 0.11, 0.09, 0.09, 0.11, 0.11, 0.07, 0.09, 0.09, 0.07, 0.08, 0.08, 0.07, 0.07, 0.09, 0.06, -0.02, -0.48, -0.14, -0.22, -0.13, -0.49, -0.13, 0.00, 0.00, -0.08, -0.03, 0.09, 0.08, 0.07, 0.10, 0.12, 0.10, 0.08, 0.12, 0.12, 0.08, 0.08, 0.04, 0.08, 0.10, 0.10, 0.08, 0.09, 0.06, 0.10, -0.05, -0.47, -0.15, -0.18, -0.12, -0.43, -0.10, 0.00, -0.01, -0.06, -0.03, 0.08, 0.08, 0.07, 0.12, 0.12, 0.11, 0.10, 0.12, 0.11, 0.06, 0.06, 0.06, 0.09, 0.07, 0.08, 0.05, 0.08, 0.09, 0.07, -0.03, -0.44, -0.10, -0.19, -0.13, -0.45, -0.15, -0.01, -0.02, -0.04, -0.03, 0.06, 0.08, 0.08, 0.11, 0.10, 0.11, 0.10, 0.09, 0.11, 0.07, 0.08, 0.08, 0.08, 0.06, 0.07, 0.08, 0.08, 0.08, 0.09, -0.01, -0.43, -0.12, -0.17, -0.14, -0.43, -0.12, -0.04, -0.02, -0.01, -0.03, 0.07, 0.07, 0.07, 0.12, 0.11, 0.12, 0.09, 0.12, 0.10, 0.07, 0.08, 0.08, 0.08, 0.05, 0.07, 0.08, 0.07, 0.07, 0.08]}